Entry 1:
The following is a quantum chemistry calculation of a structure of composition C20H30BClF4IO4, from the Open Molecules 2025 dataset.

```
61
Properties=species:S:1:pos:R:3:forces:R:3:nbo_charge:R:1
C -1.13198 3.16662 0.12658 -1.495 -2.409 -1.997 -0.4605
C -1.68571 2.00929 -0.66768 1.246 2.524 1.842 -0.1961
C -0.97537 0.50028 -0.69265 -1.031 -1.444 1.829 0.1827
C 0.68674 0.64372 -0.72079 -0.635 0.868 0.293 -0.4384
C 1.11665 1.64013 -1.94927 0.527 0.262 0.464 -0.4246
C 2.65794 1.41491 -2.50426 -0.335 0.468 -0.691 -0.2141
C 2.61532 0.41442 -3.80160 -0.603 0.711 -0.865 -0.6441
C 3.74362 1.01158 -1.34518 0.399 -0.069 0.486 -0.4202
C 4.09886 -0.58541 -1.24532 2.288 -1.483 0.596 -0.4499
C 5.12201 -0.76320 0.06538 -1.456 -0.599 0.887 -0.3066
C 4.44580 -1.19235 1.35064 0.854 0.588 -1.041 0.0912
C 4.27684 -2.82098 1.58294 -1.501 1.449 -1.155 -0.6821
C 3.88550 -0.04239 2.40893 1.450 -0.761 -0.121 -0.6901
O -1.37842 -0.34286 0.48129 1.927 1.265 -1.448 -0.7404
B -2.60985 -1.19096 0.32755 -0.078 2.258 0.687 0.7611
C -3.69982 -0.43416 1.31968 -2.177 -0.062 0.632 -0.6994
C -4.60882 0.71149 0.57770 0.164 0.958 1.171 -0.4063
C -4.35764 2.12301 1.43539 -0.559 -1.052 0.027 -0.5168
C -5.13833 2.11183 2.90008 3.873 2.039 4.613 0.7835
O -4.42403 2.56307 3.96292 -5.179 -2.886 -6.584 -0.5831
O -6.53382 1.62736 3.09261 3.599 -0.534 -0.597 -0.7461
C -2.57826 -2.71417 0.99181 1.423 -1.900 0.875 0.4711
F -2.41681 -2.63853 2.48050 -0.525 -0.430 -3.595 -0.3823
F -3.84472 -3.48397 0.73716 3.291 1.658 0.664 -0.3876
C -1.31335 -3.63400 0.44351 -0.047 -1.498 1.243 0.5029
F -1.28079 -4.88427 1.27719 0.266 2.871 -2.033 -0.3919
F 0.01578 -2.98307 0.63214 -3.857 -1.814 -0.530 -0.3634
O -2.81622 -1.11697 -1.14614 2.351 1.055 -2.403 -0.7426
C -1.67051 -0.46855 -1.86237 -2.635 -0.251 2.029 0.1973
Cl -2.37492 0.40342 -3.38244 0.446 -0.456 1.437 -0.0939
I -0.38989 -2.01976 -2.79356 -0.205 0.485 0.497 0.0844
H -1.00616 4.19703 -0.45464 -1.381 -1.996 1.790 0.2080
H -0.88809 3.10486 1.27767 0.652 -0.211 -2.786 0.2248
H -2.70298 2.24165 -1.24315 3.033 -0.522 0.250 0.2345
H 1.21980 -0.40007 -0.72723 -1.366 1.951 -0.219 0.2441
H 1.01328 1.17941 0.28637 -0.949 -1.205 -1.964 0.2261
H 1.06709 2.75061 -1.55372 -0.047 -2.298 -0.741 0.2151
H 0.33319 1.55300 -2.81670 1.622 0.128 1.509 0.2233
H 2.99890 2.48059 -2.92075 -0.732 -2.289 0.852 0.2008
H 3.49044 0.65943 -4.57545 -1.663 -0.802 1.872 0.2046
H 1.61473 0.68453 -4.39446 2.142 -0.628 1.259 0.2163
H 2.53876 -0.72620 -3.55303 0.368 2.265 -0.366 0.2274
H 3.37204 1.34807 -0.27378 0.633 -0.605 -2.227 0.2188
H 4.76785 1.59672 -1.52808 -2.216 -1.353 0.324 0.2122
H 3.18908 -1.28767 -1.02520 1.509 1.461 -0.647 0.2282
H 4.72830 -0.95159 -2.17436 -1.721 0.837 1.428 0.2035
H 6.28939 -0.55444 -0.00340 -2.872 1.172 0.364 0.2094
H 3.32368 -3.03044 2.23463 1.987 0.027 -1.154 0.2254
H 4.15465 -3.28839 0.49383 0.244 0.855 2.316 0.2353
H 5.27541 -3.24655 2.03815 -2.063 1.059 -0.781 0.2276
H 4.38954 1.01116 2.17588 -0.888 -2.376 0.519 0.2267
H 4.07166 -0.38211 3.51951 -0.642 0.914 -2.003 0.2105
H 2.73467 0.10054 2.17834 2.305 -0.581 0.467 0.2532
H -3.08181 -0.01057 2.24443 -1.389 -0.703 -2.015 0.2321
H -4.45784 -1.22489 1.78317 1.407 1.631 -0.829 0.2020
H -4.31269 0.94281 -0.53052 -0.443 -0.705 2.071 0.2136
H -5.74968 0.42666 0.59387 2.195 0.637 -0.113 0.2027
H -4.67755 3.05292 0.78417 0.580 -1.676 1.606 0.2307
H -3.20229 2.11901 1.69431 -2.717 0.423 -0.469 0.2639
H -6.44768 0.62287 3.06924 -0.120 1.724 -0.128 0.4981
H -1.48150 -3.99440 -0.68185 0.746 1.053 2.604 0.1872
```
Positions in Å, forces in eV/Å.

Results
E_LUMO = 1.68 eV
E_tot = -61573.7734 eV
charge = -1
highest occupied orbital energy = -4.70 eV
Kohn-Sham gap = 6.379 eV
M = 583.617 u



Entry 2:
The following is a quantum chemistry calculation of a structure of composition C20H30BF2N4O5PReS5Sb, from the Open Molecules 2025 dataset.

```
70
Properties=species:S:1:pos:R:3:forces:R:3:nbo_charge:R:1
Re -0.33731 0.55740 0.24704 0.729 -0.451 -0.151 0.9202
S -1.12731 -0.38825 -5.13061 -0.080 0.138 -0.013 -0.2660
Sb 1.08024 -1.10454 -4.66940 0.109 -0.244 0.107 1.0568
S 0.26146 0.99974 -1.86425 -0.128 -0.205 0.291 0.2362
S 1.01093 -0.87751 -2.13817 0.210 0.055 -0.095 -0.3361
S 0.42088 1.07649 -5.25016 -0.109 0.128 -0.063 -0.2484
F -0.40893 1.01201 3.20011 0.045 -0.169 0.185 -0.4807
B -0.38923 1.71080 2.08315 -0.027 0.097 -0.226 1.0949
F -0.46274 3.01729 2.22805 -0.009 0.254 0.006 -0.4995
S -4.35102 -0.80290 1.83168 0.026 0.015 0.077 0.5975
C -2.96946 0.13438 1.63213 -0.068 0.099 0.017 -0.0795
N -2.30996 -0.02076 0.50534 -0.148 0.136 -0.044 -0.4899
C -2.95125 -0.96560 -0.31575 0.192 0.112 -0.018 0.1756
C -2.58069 -1.33976 -1.60446 -0.193 -0.147 0.043 -0.2403
C -3.34672 -2.29429 -2.23857 0.005 0.002 -0.029 -0.1642
C -4.47033 -2.86552 -1.62556 0.029 0.031 0.003 -0.1782
C -4.86333 -2.47256 -0.36566 0.112 0.071 -0.028 -0.1866
C -4.08462 -1.51041 0.27847 -0.174 -0.169 -0.112 -0.2423
H -2.65096 0.79644 2.41730 0.004 0.072 0.080 0.2500
H -1.75459 -0.88013 -2.11750 0.095 0.073 -0.027 0.2230
H -3.08718 -2.59500 -3.24486 0.000 -0.016 -0.005 0.2282
H -5.04637 -3.60936 -2.15601 -0.024 -0.024 -0.021 0.2435
H -5.74297 -2.88778 0.10284 -0.043 -0.016 0.033 0.2478
C 4.29393 -0.30692 1.20580 0.028 0.104 -0.091 -0.6698
C 3.23826 0.77270 1.04095 -0.182 -0.133 -0.150 0.3266
C 3.55191 1.62129 -0.18891 0.032 0.005 -0.060 -0.6596
C 3.02564 1.55186 2.31743 0.127 0.129 0.037 -0.6671
O 1.89214 0.07844 0.72341 0.099 0.054 0.096 -0.8598
P 1.49349 -1.28317 1.55739 -0.465 0.149 0.073 2.5858
O 1.84952 -1.30845 2.96393 -0.048 0.066 -0.052 -1.0387
O -0.07451 -1.01542 1.25238 0.058 -0.158 -0.030 -0.9295
O 1.94430 -2.41924 0.62534 0.081 -0.015 -0.245 -0.8715
C 1.73778 -3.90570 0.80043 0.081 0.192 0.032 0.3116
C 2.56115 -4.49701 -0.32284 -0.060 -0.039 -0.049 -0.6272
C 0.25661 -4.15828 0.63017 -0.040 -0.161 -0.050 -0.6469
C 2.25393 -4.31646 2.16030 -0.019 -0.125 0.058 -0.6526
H 5.25724 0.19989 1.27836 0.006 -0.008 0.032 0.2526
H 4.32554 -0.94935 0.32795 -0.008 -0.052 -0.042 0.2327
H 4.15673 -0.90114 2.10300 -0.047 -0.047 0.107 0.2514
H 3.89079 2.61500 0.10260 0.048 0.019 0.030 0.2310
H 2.69067 1.72710 -0.84902 0.112 -0.064 0.016 0.2129
H 4.34211 1.16896 -0.78471 -0.008 -0.032 -0.008 0.2486
H 3.95267 2.07130 2.56045 0.037 0.007 0.031 0.2506
H 2.77084 0.89324 3.14474 -0.005 -0.028 -0.010 0.2689
H 2.25423 2.31585 2.22254 -0.101 0.089 -0.074 0.1979
H 2.22696 -4.11969 -1.28990 -0.027 0.010 0.000 0.2074
H 2.44982 -5.58059 -0.32366 -0.003 -0.018 0.016 0.2389
H 3.61589 -4.26271 -0.19767 0.047 0.024 0.029 0.2292
H -0.09365 -3.81131 -0.34290 0.013 0.015 -0.024 0.2151
H -0.33111 -3.67556 1.40900 0.000 0.035 0.091 0.2212
H 0.07961 -5.23115 0.69937 -0.048 -0.025 -0.025 0.2431
H 3.29909 -4.03969 2.28258 0.052 0.000 -0.019 0.2302
H 2.17285 -5.40058 2.23808 0.038 -0.025 0.024 0.2393
H 1.68394 -3.87420 2.97451 -0.047 0.024 -0.014 0.2384
C -4.06371 4.18712 -1.67908 0.015 0.008 -0.036 -0.3987
N -2.69528 4.09119 -1.15993 -0.075 -0.040 0.180 -0.3901
C -1.94543 5.18583 -0.94083 0.130 0.068 -0.025 0.1590
C -0.65771 5.08606 -0.54777 -0.128 -0.078 -0.029 -0.3812
C -0.13574 3.78804 -0.32262 0.094 0.035 -0.002 0.5113
N -0.90801 2.68497 -0.40924 -0.347 0.257 0.075 -0.6255
C -2.18944 2.81256 -0.96531 0.332 0.125 -0.345 0.7768
O -2.82304 1.85426 -1.33655 -0.171 -0.379 0.191 -0.6052
N 1.16040 3.66428 -0.05332 0.063 -0.040 0.230 -0.7551
H -4.26693 5.23355 -1.88809 -0.061 -0.031 0.004 0.2233
H -4.76533 3.80918 -0.93829 -0.016 -0.006 -0.056 0.2286
H -4.14674 3.59905 -2.59028 -0.031 0.035 0.045 0.2392
H -2.42240 6.13634 -1.13449 0.016 0.028 0.023 0.2442
H -0.03965 5.95863 -0.42473 0.039 0.044 0.031 0.2569
H 1.71781 4.48868 0.10421 -0.029 -0.043 -0.020 0.4278
H 1.57428 2.77105 0.16009 -0.136 0.181 -0.005 0.4160
```
Positions in Å, forces in eV/Å.

Results
E_LUMO (spin up / spin down) = -7.95 / -7.94 eV
relative energy (zero: lowest compared OMol25 entry of this formula, charge and spin) = 35.1 kcal/mol
E_tot = -115663.7780 eV
charge = +2
highest occupied orbital energy (spin up / spin down) = -13.73 / -13.73 eV
Kohn-Sham gap (spin up / spin down) = 5.783 / 5.788 eV
M = 954.567 u



Entry 3:
The following is a quantum chemistry calculation of a structure of composition C20H30CoIN6O4, from the Open Molecules 2025 dataset.

```
62
Properties=species:S:1:pos:R:3:forces:R:3:nbo_charge:R:1
C 3.22749 2.68830 -1.11279 -0.033 1.964 2.014 -0.7790
I 5.00799 0.78336 -2.74193 0.921 -1.157 -0.965 -0.9640
H 3.29785 3.79088 -0.85445 -0.023 -0.732 -0.224 0.1790
H 2.82579 2.63675 -2.13021 0.636 -0.519 0.205 0.2153
H 4.28099 2.30180 -0.91567 -1.793 0.409 -0.581 0.2598
C 2.10498 -2.69110 0.98950 0.064 -0.117 -0.049 -0.1002
C 2.91407 -1.90269 1.70841 0.094 -0.491 -0.225 -0.0767
N 2.81991 -0.63608 1.18382 -1.143 -0.284 0.409 -0.3830
C 1.77993 -0.54744 0.27562 1.941 -2.163 -1.199 0.1378
N 1.49401 -1.88898 0.05150 0.056 0.385 1.073 -0.3901
H 1.91864 -3.74321 1.07269 -0.072 -0.177 -0.083 0.2070
H 3.55304 -2.14964 2.53761 0.099 0.079 -0.077 0.2040
C -1.01947 2.14953 -3.89947 -0.016 0.128 -0.121 -0.0936
C 0.02467 1.80396 -1.91433 -0.254 0.619 -2.189 0.1182
N -0.39220 1.23310 -3.08879 -0.093 0.395 0.121 -0.3638
H -1.31955 4.30195 -3.57512 0.016 0.061 0.059 0.2041
N -0.29073 3.13069 -2.08915 -0.050 -0.566 0.148 -0.3691
H -1.47265 1.88820 -4.83891 0.052 -0.054 -0.033 0.2045
Co 0.66722 0.98950 -0.27786 0.871 -0.118 -0.139 1.1467
C 2.20504 2.18107 -0.06140 0.595 1.387 0.524 0.1727
O 2.29140 2.63532 1.09058 0.513 0.100 -0.426 -0.7127
C -0.95347 3.33882 -3.26994 -0.068 -0.144 -0.400 -0.0867
C 0.09132 4.25345 -1.25148 0.151 0.345 0.444 -0.4206
H -0.56929 5.09472 -1.50952 0.149 -0.252 0.144 0.1783
H 1.13103 4.55936 -1.44903 -0.324 -0.232 0.025 0.2073
H -0.02383 4.00598 -0.19091 0.001 -0.085 -0.217 0.2913
C -0.15027 -0.13441 -3.52308 -0.133 -0.206 0.253 -0.4194
H -0.50879 -0.23981 -4.55354 0.159 0.107 0.181 0.1857
H -0.71809 -0.81642 -2.88454 0.024 0.144 -0.013 0.2573
H 0.92215 -0.36546 -3.48025 -0.238 0.166 -0.021 0.2286
C 0.84418 -2.51021 -1.07721 -0.566 0.071 -0.311 -0.3874
H 1.53691 -3.22660 -1.54942 -0.138 0.236 0.253 0.1859
H 0.59113 -1.75243 -1.81925 -0.023 -0.207 0.417 0.2359
H -0.06885 -3.03014 -0.74944 0.233 0.218 -0.245 0.2096
C 3.89537 0.27324 1.51149 0.306 0.708 0.443 -0.4085
H 4.44970 0.55516 0.60327 -0.305 0.019 0.270 0.2441
H 4.57512 -0.29261 2.16593 -0.120 0.225 -0.257 0.1754
H 3.52771 1.14849 2.05192 0.172 -0.083 -0.314 0.2494
C -1.80579 -2.28623 3.65414 0.183 -0.127 0.035 -0.6192
C -1.28955 -1.67720 2.36364 0.010 0.088 0.156 -0.4020
C -2.39712 -1.13192 1.43597 -0.277 0.126 -0.311 -0.2293
C -3.39689 -2.20043 0.95844 -0.372 0.615 0.453 -0.3791
C -2.80046 -3.44600 0.33264 0.043 -0.025 0.007 -0.6199
C -3.16410 0.04328 2.09961 1.625 -0.132 -0.894 0.5732
O -4.23634 -0.07439 2.68374 -1.708 -0.258 0.656 -0.7401
N -2.58086 1.31220 1.99815 0.816 0.637 0.147 -0.6569
C -1.39281 1.62370 1.34325 -0.789 -2.557 -0.296 0.7194
O -0.84667 2.73085 1.34743 -0.031 0.762 0.474 -0.7463
N -0.92248 0.54098 0.64603 -0.158 1.864 -0.153 -0.8375
C -1.72470 -0.49545 0.25433 -0.583 0.471 1.464 0.5618
O -1.81504 -0.85495 -0.93502 0.163 -0.640 -1.114 -0.7670
H -2.38424 -1.55307 4.23276 0.036 -0.252 -0.168 0.2158
H -0.95151 -2.62076 4.25066 -0.094 -0.031 0.183 0.1844
H -2.42522 -3.16080 3.43402 -0.107 0.069 0.194 0.1867
H -0.61998 -0.83919 2.59438 -0.108 -0.102 -0.027 0.2193
H -0.66579 -2.38995 1.79945 -0.175 0.031 0.112 0.1864
H -4.04377 -2.43739 1.80796 0.016 -0.187 -0.021 0.2045
H -4.05376 -1.71494 0.22603 0.128 -0.026 0.066 0.2130
H -2.13593 -3.95774 1.03569 0.004 -0.096 -0.093 0.1833
H -3.61381 -4.13071 0.06400 0.159 -0.061 -0.019 0.1842
H -2.24235 -3.17951 -0.57267 -0.112 -0.078 0.208 0.2285
H -2.98127 2.08319 2.51069 -0.330 -0.272 0.046 0.3937
```
Positions in Å, forces in eV/Å.

Results
E_LUMO (spin up / spin down) = 4.79 / 4.77 eV
⟨S²⟩ = 6.040
multiplicity = 5
E_tot = -84083.1240 eV
charge = -2
highest occupied orbital energy (spin up / spin down) = 2.01 / -1.16 eV
Kohn-Sham gap (spin up / spin down) = 2.777 / 5.928 eV
M = 604.335 u



Question: Which of these has the lowest M?
Answer: C20H30BClF4IO4



Question: Among the records above, which one has the lowest charge?
Answer: C20H30CoIN6O4



Question: Which of these has the lowest M?
Answer: C20H30BClF4IO4



Question: Among the records above, which one has the highest M?
Answer: C20H30BF2N4O5PReS5Sb